No. 1
Formula: C2H6FP
Source: the Open Molecules 2025 dataset
Level of theory: ωB97M-V/def2-TZVPD

Positions of all 10 atoms, in Å:
H 0.276 -2.397 0.897
H -0.593 1.452 -1.114
H 1.295 -1.027 0.294
H -1.683 2.242 0.050
P -1.373 -0.041 0.683
F -2.298 -0.503 -0.585
H 0.006 1.954 0.499
C -0.837 1.558 -0.060
C 0.390 -1.604 0.184
H 0.170 -1.874 -0.836

Calculated values
**LUMO**: 0.90 eV
**HOMO-LUMO gap**: 9.5476 eV
**E_tot**: -520.98968 a.u.
**2S+1**: 1
**ΔE to the lowest compared entry with this formula, charge and spin**: 20.1 kcal per mole

No. 2
Formula: C2H6I2N2S
Source: the Open Molecules 2025 dataset
Level of theory: ωB97M-V/def2-TZVPD

Positions of all 13 atoms, in Å:
N -1.018 0.740 2.639
C -0.566 -1.254 -1.001
H 1.256 0.699 -2.615
H -1.596 -1.267 -1.418
H 0.742 2.281 -1.825
H -0.592 -1.578 0.075
C 1.095 1.194 -1.686
N 0.117 0.563 2.826
H 0.369 -1.710 -1.527
S -0.181 0.522 -0.644
H 2.088 1.260 -1.262
I 1.003 -1.118 3.420
I -2.718 -0.332 3.016

Calculated values
**LUMO**: -1.09 eV
**HOMO-LUMO gap**: 7.2195 eV
**E_tot**: -1182.76635 a.u.
**Structure (SMILES)**: I/N=N\I.CSC
**2S+1**: 1
**ΔE to the lowest compared entry with this formula, charge and spin**: 9.4 kcal per mole

No. 3
Formula: C2H6I2Si2
Source: the Open Molecules 2025 dataset
Level of theory: ωB97M-V/def2-TZVPD

Positions of all 12 atoms, in Å:
H 2.710 0.605 -1.457
C 1.597 0.367 -1.359
H 0.984 0.817 -2.048
H 2.431 0.105 1.242
I -2.297 2.233 -0.220
H 0.004 -1.540 1.310
Si 1.392 0.228 0.367
H -0.415 0.065 1.923
Si -1.565 -0.311 -0.168
I -3.394 -1.616 0.910
C -0.170 -0.424 1.079
H -1.278 -0.530 -1.578

Calculated values
**LUMO (alpha / beta)**: -0.20 / -0.20 eV
**HOMO-LUMO gap (alpha / beta)**: 8.5134 / 8.5144 eV
**E_tot**: -1254.16285 a.u.
**Structure (SMILES)**: C=[SiH]C[SiH](I)I
**2S+1**: 1
**ΔE to the lowest compared entry with this formula, charge and spin**: 41.3 kcal per mole

No. 4
Formula: C2H6IN2O
Source: the Open Molecules 2025 dataset
Level of theory: ωB97M-V/def2-TZVPD

Positions of all 12 atoms, in Å:
H -0.840 -1.427 -0.023
N 0.713 1.536 0.023
H 0.908 2.376 0.569
O 0.135 0.719 2.778
H 0.578 1.732 -1.034
H -0.625 -0.190 -1.392
H 0.672 -1.318 -0.923
C -0.146 -0.701 -0.559
C 0.320 0.341 0.381
N 0.136 0.011 1.682
H -0.337 -0.869 1.822
I -1.756 1.969 3.542

Calculated values
**LUMO (alpha / beta)**: -6.84 / -6.84 eV
**HOMO-LUMO gap (alpha / beta)**: 7.1514 / 7.1460 eV
**Charge**: +1
**E_tot**: -561.89372 a.u.
**Structure (SMILES)**: C/C(N)=[NH+]/OI
**2S+1**: 1
**ΔE to the lowest compared entry with this formula, charge and spin**: 55.1 kcal per mole